A 2-piece molecular cluster, CH7NO2P overall. Source: OMol25; level of theory: ωB97M-V/def2-TZVPD.

Structure (XYZ):
```
12
Properties=species:S:1:pos:R:3:forces:R:3
C 0.634 1.933 0.123 -2.17 -0.54 -0.87
N -0.548 2.479 -0.123 0.90 1.69 0.03
O 0.695 0.670 0.123 2.51 1.23 0.98
O -0.767 -1.189 0.019 -0.43 -1.15 0.00
P -0.119 -2.567 -0.008 2.63 1.82 -1.58
H 1.533 2.492 0.293 0.35 0.37 -0.15
H -1.262 1.780 -0.092 -0.98 0.15 -0.43
H 1.083 -2.491 0.805 -0.86 -0.52 -0.58
H -0.771 3.485 -0.376 0.62 -1.88 0.80
H -0.063 -0.018 0.168 -0.92 -0.89 -0.47
H 0.422 -2.952 -1.391 -0.96 0.36 2.03
H -0.838 -3.621 0.458 -0.69 -0.64 0.25
```
Forces are in eV/Å.

For the energy relative to the best compared isomer or geometry (same formula, charge and spin), the calculation gives 76.9 kJ/mol. The total energy comes out at -588.6259 a.u. The HOMO energy comes out at -15.36 eV. Its charge is +1.

An isolated ion of composition CH7NO2PS2 and charge +1. Source: OMol25; level of theory: ωB97M-V/def2-TZVPD.

Structure (XYZ):
```
14
Properties=species:S:1:pos:R:3:forces:R:3
N 1.297 -0.168 0.781 -0.01 -1.73 -1.86
C 1.430 1.195 0.237 -3.79 1.89 -0.36
S -0.543 1.785 -0.429 1.75 -1.93 0.12
P -1.540 -0.136 -0.687 -1.85 0.86 -0.95
O -0.316 -1.040 -1.224 1.80 -0.25 0.44
O -1.628 -0.627 0.865 0.74 0.17 -1.16
S -3.200 -0.148 -1.740 2.01 0.09 1.39
H 0.644 -0.295 1.608 0.81 0.61 -1.19
H 0.809 -0.765 -0.133 1.19 0.83 2.25
H 2.263 -0.474 1.046 -1.10 -0.26 -0.25
H 1.349 1.897 1.072 1.05 0.07 -0.48
H 2.111 1.396 -0.641 -0.67 -0.70 1.39
H -0.128 -1.813 -1.800 -1.18 0.63 0.22
H -2.548 -0.805 1.048 -0.76 -0.27 0.44
```
Forces are in eV/Å.

For the energy relative to the best compared isomer or geometry (same formula, charge and spin), the calculation gives 71.1 kJ/mol. The total energy comes out at -1385.0363 a.u. The HOMO energy comes out at -13.05 eV. Its charge is +1. The SMILES is [NH3+]CSP(O)(O)=S.

CH7NO3 as an isolated structure. Source: OMol25; level of theory: ωB97M-V/def2-TZVPD.

Structure (XYZ):
```
12
Properties=species:S:1:pos:R:3:forces:R:3
C 0.872 -0.420 0.658 7.17 5.74 0.31
N 0.363 0.919 1.016 -0.21 -0.58 0.60
O 1.731 -0.325 -0.280 -1.97 -2.02 2.12
H -0.210 -0.887 0.309 -6.13 -1.32 -0.78
H 1.146 -0.985 1.604 -1.00 -0.53 -1.11
H 1.070 1.634 0.873 0.11 -0.38 -0.41
H -0.497 1.203 0.557 0.05 -0.31 0.25
H -1.039 -0.014 -1.499 -0.20 -0.10 0.03
O -0.349 0.356 -2.052 -1.13 1.10 -1.55
H 0.437 0.002 -1.694 1.55 -0.47 0.37
H -2.194 -0.837 0.462 1.29 -0.69 0.72
O -1.331 -0.646 0.046 0.47 -0.43 -0.54
```
Forces are in eV/Å.

For the energy relative to the best compared isomer or geometry (same formula, charge and spin), the calculation gives 461.6 kJ/mol. The total energy comes out at -322.6129 a.u. The HOMO energy comes out at -10.37 eV.